Record 1
83
Properties=species:S:1:pos:R:3:forces:R:3:mulliken_charge:R:1 method="wB97M-V/def2-TZVPD" homo_lumo_gap_ev=5.74 charge=+1 mol_weight_g_mol=973.0 largest_force_ev_per_a=0.75 de_lowest_kcal_mol=0.00
Hf -0.2013 0.2532 0.0726 0.69 0.20 -0.23 1.520
O -4.4261 1.2395 0.3574 0.09 -0.02 -0.02 -0.709
C -3.3157 0.8931 -0.0073 -0.19 -0.01 -0.14 0.015
N -2.1941 0.7563 0.7231 0.03 0.02 0.10 0.980
C -2.1881 1.0594 2.1028 -0.03 0.01 0.24 -0.059
C -2.9338 2.0633 2.7177 0.06 -0.08 -0.04 -0.519
C -2.7520 2.3056 4.0692 -0.03 0.05 0.01 -0.805
C -1.8408 1.5605 4.8063 0.02 0.00 0.05 -0.906
C -1.0921 0.5646 4.2026 -0.05 -0.01 -0.14 -0.214
C -1.2630 0.3142 2.8434 -0.17 0.05 0.14 -0.196
N -0.4641 -0.5725 2.0807 -0.16 0.16 0.16 0.964
C -0.0769 -1.7310 2.6505 -0.06 -0.17 0.05 -0.294
O -0.4863 -2.2215 3.6908 0.08 0.06 -0.09 -0.715
C 0.9869 -2.4572 1.8739 0.14 -0.16 0.06 0.562
C 1.2980 -3.7663 2.2269 0.00 0.10 -0.02 -0.922
C 2.3402 -4.3964 1.5796 0.01 -0.02 0.00 -0.629
C 3.0608 -3.6840 0.6296 0.00 0.12 -0.04 -1.196
C 2.6741 -2.3876 0.3413 0.08 -0.08 0.02 0.060
N 1.6381 -1.7816 0.9266 -0.21 0.05 -0.03 0.576
C -3.0752 0.5585 -1.4560 -0.14 0.05 -0.13 0.133
C -4.1139 0.6556 -2.3699 0.10 0.00 0.04 -0.716
C -3.8418 0.4420 -3.7085 0.03 -0.01 0.03 -0.671
C -2.5371 0.1522 -4.0846 0.07 0.00 0.09 -0.971
C -1.5676 0.0566 -3.1017 -0.07 -0.01 -0.17 -0.440
N -1.8269 0.2390 -1.8069 0.12 0.01 0.11 0.820
H -3.6510 2.6274 2.1434 -0.03 0.02 -0.02 0.559
H -3.3335 3.0782 4.5529 -0.02 0.02 0.01 0.430
H -1.7154 1.7539 5.8627 0.00 0.01 0.03 0.447
H -0.3873 -0.0205 4.7732 0.02 -0.02 0.02 0.564
H 0.7208 -4.2396 3.0074 -0.02 0.01 0.02 0.589
H 2.6075 -5.4149 1.8236 0.01 -0.03 0.00 0.471
H 3.9138 -4.1186 0.1288 0.03 0.00 -0.02 0.482
H 3.2299 -1.8028 -0.3835 0.02 -0.02 -0.02 0.427
H -5.0964 0.9131 -2.0011 0.00 0.00 0.01 0.609
H -4.6262 0.5121 -4.4497 -0.01 0.00 -0.01 0.462
H -2.2694 0.0028 -5.1204 0.01 -0.01 -0.02 0.528
H -0.5416 -0.1660 -3.3677 -0.02 0.01 -0.01 0.353
Br -4.8889 -5.7916 -0.0499 0.06 0.05 -0.01 -0.151
C -3.4662 -4.6019 -0.3821 -0.03 0.05 0.07 -0.143
C -3.2763 -3.5027 0.4401 -0.02 -0.07 -0.06 -1.277
C -2.2301 -2.6310 0.1837 0.05 -0.13 -0.14 0.028
C -1.3632 -2.8576 -0.8835 -0.19 -0.16 0.00 -0.029
C -1.5812 -3.9614 -1.7165 -0.03 0.13 0.15 -1.071
C -2.6236 -4.8288 -1.4634 -0.05 -0.04 0.01 -0.816
N -0.3100 -1.9213 -1.0966 0.40 -0.17 -0.43 1.479
C 0.5912 -2.1508 -1.9793 -0.44 0.05 0.39 -0.400
C 1.6209 -1.1546 -2.2609 0.28 0.07 -0.15 0.137
C 2.5882 -1.3622 -3.2381 -0.16 0.09 0.20 -1.022
C 3.5345 -0.3688 -3.4553 -0.06 0.04 0.08 -0.778
C 3.4718 0.7918 -2.7014 -0.04 -0.06 0.00 -1.002
C 2.4599 0.9279 -1.7587 0.11 0.10 -0.01 -0.364
N 1.5642 -0.0280 -1.5348 -0.20 -0.04 -0.15 0.640
H -3.9364 -3.3204 1.2756 -0.02 0.00 0.01 0.534
H -2.1003 -1.7764 0.8316 0.03 0.02 0.01 0.824
H -0.9674 -4.1591 -2.5815 0.05 0.01 -0.05 0.397
H -2.7923 -5.6781 -2.1094 0.00 -0.01 -0.01 0.457
H 0.6323 -3.0650 -2.5628 -0.05 -0.04 0.03 0.295
H 2.5954 -2.2802 -3.8084 -0.01 -0.03 -0.01 0.584
H 4.3025 -0.4989 -4.2050 0.01 0.00 -0.01 0.490
H 4.1815 1.5940 -2.8417 0.01 0.01 -0.01 0.523
H 2.3375 1.8288 -1.1708 0.01 0.00 -0.02 0.254
C -1.4330 3.6934 -1.7115 0.05 0.03 0.10 -1.256
C -0.4712 3.4241 -0.5609 0.02 0.03 -0.04 1.082
C 0.7400 4.3463 -0.6229 -0.13 0.02 0.07 -1.630
O -0.0208 2.0856 -0.6052 -0.09 -0.12 0.11 0.081
H -1.6983 4.7502 -1.7500 0.00 0.02 0.02 0.484
H -2.3551 3.1247 -1.6038 -0.01 -0.04 0.01 0.217
H -0.9603 3.4245 -2.6572 0.03 -0.02 -0.04 0.226
H -1.0087 3.5853 0.3877 0.06 0.02 -0.09 -0.028
H 1.2442 4.2320 -1.5833 0.03 -0.02 -0.07 0.324
H 1.4501 4.1153 0.1721 0.01 -0.01 0.03 0.299
H 0.4428 5.3900 -0.5208 -0.01 0.02 0.00 0.470
Br 4.1867 3.3436 4.7416 -0.06 -0.04 -0.07 -0.116
C 3.1189 2.5260 3.4289 -0.09 -0.02 -0.05 -0.250
C 1.8054 2.9268 3.2408 0.09 -0.05 -0.03 -1.032
C 1.0631 2.2926 2.2598 -0.01 0.09 0.09 0.047
N 1.5390 1.3020 1.4997 -0.05 -0.16 -0.08 0.612
C 2.8065 0.9299 1.6950 0.07 0.05 0.01 -0.193
C 3.6361 1.5130 2.6332 -0.02 0.05 0.04 -0.896
H 1.3599 3.7077 3.8384 -0.01 0.01 0.01 0.545
H 0.0360 2.5901 2.0906 -0.01 0.04 0.01 0.193
H 3.1726 0.1276 1.0726 0.03 -0.01 0.00 0.137
H 4.6566 1.1788 2.7452 0.02 -0.01 0.00 0.503

***

Record 2
76
Properties=species:S:1:pos:R:3:forces:R:3:lowdin_spin:R:1 method="wB97M-V/def2-TZVPD" homo_lumo_gap_ev="7.69 / 7.74" charge=+2 spin_multiplicity=2 mol_weight_g_mol=732.8 largest_force_ev_per_a=9.95 de_lowest_kcal_mol=74.57
C -0.0266 -1.4609 -3.9532 -0.44 0.04 -0.59 -0.001
C 0.6943 -1.9011 -2.8504 0.08 -0.52 -0.50 0.001
C 0.9105 -3.2626 -2.6628 0.01 -0.48 -0.07 -0.001
C 0.4298 -4.1805 -3.5943 -0.07 0.01 0.06 0.000
C -0.2733 -3.7403 -4.7147 0.03 0.14 0.10 -0.001
C -0.5067 -2.3761 -4.8909 0.03 0.01 0.14 0.000
P 1.3530 -0.7419 -1.6759 4.07 -2.07 -4.59 0.010
C 2.7624 -1.5656 -0.8975 0.11 0.14 -0.48 0.006
C 2.6911 -2.0799 0.3894 0.31 -0.15 0.26 0.000
C 3.7803 -2.7925 0.9181 -0.45 0.25 0.05 0.000
C 4.9278 -2.9689 0.1513 -0.14 0.09 -0.08 0.000
C 4.9965 -2.4376 -1.1389 -0.30 0.21 -0.11 0.000
C 3.9089 -1.7349 -1.6661 0.86 -0.41 0.26 0.001
Ce 0.0273 0.0798 0.1362 0.78 3.77 6.67 1.000
P -1.9413 -0.8353 -0.9164 -5.32 -1.77 -2.28 -0.001
C -2.0448 -2.5834 -1.1754 -0.37 -0.58 -0.40 -0.001
C -2.7125 -3.1206 -2.2705 -0.08 -0.69 -0.17 0.000
C -2.8240 -4.5111 -2.4001 0.08 0.28 0.01 0.000
C -2.2689 -5.3541 -1.4401 -0.02 0.12 -0.01 0.000
C -1.5822 -4.8137 -0.3540 0.17 0.41 0.09 0.000
C -1.4623 -3.4246 -0.2326 0.15 -0.57 0.10 0.000
C -3.0152 -0.4639 0.5238 0.06 -0.46 -0.05 0.000
C -3.0084 0.8302 1.0420 0.05 0.20 0.31 -0.001
C -3.8134 1.1527 2.1407 0.30 0.11 -0.28 0.000
C -4.6246 0.1777 2.7098 -0.01 -0.04 -0.03 0.000
C -4.6351 -1.1170 2.1890 0.04 -0.10 -0.10 0.000
C -3.8320 -1.4464 1.0999 0.00 0.15 0.27 0.000
C -2.6409 0.1059 -2.2529 -0.57 -0.03 -0.20 0.000
C -1.9107 1.1030 -2.8851 0.01 0.46 -0.33 0.000
C -2.4902 1.8594 -3.9143 0.19 -0.16 0.35 0.000
C -3.8112 1.6162 -4.2869 0.12 -0.08 0.10 0.000
C -4.5559 0.6370 -3.6274 0.22 -0.26 0.37 0.000
C -3.9703 -0.1154 -2.5992 -0.67 0.50 -0.71 0.000
C 1.9858 0.6674 -2.6015 0.19 -0.24 -0.35 -0.001
C 2.4562 0.4607 -3.8958 0.34 0.57 -0.69 0.000
C 3.0080 1.5261 -4.6167 -0.18 -0.24 0.27 0.000
C 3.0933 2.7926 -4.0358 -0.05 -0.15 0.05 0.000
C 2.6312 2.9957 -2.7385 -0.27 -0.22 0.38 0.000
C 2.0718 1.9274 -2.0195 0.04 0.42 -0.13 -0.001
H -2.3726 1.6033 0.5868 -0.34 -0.04 0.13 0.000
H -3.7955 2.1645 2.5404 -0.04 -0.22 -0.07 0.000
H -5.2534 0.4253 3.5646 0.17 -0.06 -0.23 0.000
H -5.2735 -1.8792 2.6338 0.14 0.20 -0.11 0.000
H -3.8333 -2.4560 0.7008 -0.06 0.12 0.08 0.000
H -3.1340 -2.4773 -3.0345 0.03 -0.09 0.09 0.000
H -3.3405 -4.9306 -3.2631 0.11 0.11 0.23 0.000
H -2.3604 -6.4345 -1.5442 0.01 0.26 0.05 0.000
H -1.1319 -5.4642 0.3930 -0.10 0.13 -0.16 0.000
H -0.9032 -2.9951 0.6046 -0.18 -0.23 0.03 0.000
H -0.8817 1.3066 -2.5669 -0.15 0.02 -0.30 0.000
H -1.9116 2.6369 -4.4080 -0.13 -0.15 0.10 0.000
H -4.2680 2.2018 -5.0828 0.11 -0.13 0.18 0.000
H -5.5942 0.4627 -3.9018 0.22 0.03 0.06 0.000
H -4.5681 -0.8532 -2.0703 0.08 0.08 -0.06 0.000
H 2.3894 -0.5186 -4.3620 0.02 0.16 0.09 0.000
H 3.3696 1.3613 -5.6293 -0.06 0.04 0.21 0.000
H 3.5211 3.6205 -4.5987 -0.09 -0.18 0.16 0.000
H 2.6977 3.9769 -2.2756 0.00 -0.17 -0.10 0.000
H 1.7103 2.0870 -0.9948 0.26 0.20 -0.17 0.000
H 1.7920 -1.9119 0.9968 0.25 -0.29 0.09 0.000
H 3.7237 -3.1898 1.9284 0.04 0.06 -0.19 0.000
H 5.7777 -3.5123 0.5600 -0.21 0.11 -0.07 0.000
H 5.8972 -2.5629 -1.7356 -0.18 0.01 0.13 0.000
H 3.9729 -1.3181 -2.6661 0.00 -0.08 0.11 0.000
H 1.4648 -3.6162 -1.7945 -0.07 0.03 -0.22 0.000
H 0.6018 -5.2455 -3.4416 -0.01 0.27 -0.04 0.000
H -0.6463 -4.4568 -5.4439 0.11 0.17 0.15 0.000
H -1.0608 -2.0212 -5.7596 0.15 -0.08 0.20 0.000
H -0.2122 -0.3986 -4.1082 0.11 -0.29 -0.03 0.000
H -2.0103 -4.7472 -7.4202 -0.06 0.31 -0.18 0.000
H -2.1018 -4.0798 -7.7546 0.05 -0.31 0.16 0.000
N 0.3793 1.1749 1.8872 0.17 4.62 7.70 -0.008
C 0.3462 1.8385 3.0274 0.00 -4.74 -8.12 -0.001
N 0.2715 2.4302 4.0557 -0.31 0.81 1.46 -0.001
C 1.3395 2.9428 4.6428 7.78 4.00 4.74 0.000
N 2.3489 3.4232 5.1906 -7.13 -3.36 -3.81 -0.001

***

Record 3
89
Properties=species:S:1:pos:R:3:forces:R:3:lowdin_spin:R:1 method="wB97M-V/def2-TZVPD" homo_lumo_gap_ev="3.97 / 4.69" charge=-2 spin_multiplicity=3 mol_weight_g_mol=905.5 largest_force_ev_per_a=1.31 de_lowest_kcal_mol=15.75
Ti 0.0365 -0.1888 0.1461 -1.06 -0.23 0.73 1.146
O 1.6901 3.1527 1.6739 -0.04 0.04 -0.04 0.080
C 0.9920 2.3796 1.0022 0.34 0.04 -0.02 0.052
N 1.4244 1.2273 0.4312 -0.21 -0.18 -0.45 -0.012
C 2.8222 0.9511 0.3371 0.06 0.17 0.08 -0.001
C 3.0355 -0.4268 -0.2244 0.23 -0.06 -0.02 0.006
C 4.2949 -0.8340 -0.6698 -0.05 0.01 0.04 -0.001
C 4.4529 -2.0997 -1.1872 0.05 -0.03 -0.02 0.005
C 3.3567 -2.9562 -1.2529 -0.04 0.02 0.01 -0.001
C 2.1460 -2.4886 -0.7970 0.07 0.08 0.03 0.006
N 1.9931 -1.2573 -0.2950 -0.33 0.36 -0.08 0.007
C -0.4260 2.6207 0.6702 0.11 0.28 -0.05 0.174
C -1.0030 3.8753 0.8049 0.03 -0.06 0.08 0.002
C -2.2033 4.1581 0.1845 0.01 0.06 0.05 0.168
C -2.7575 3.1612 -0.6557 -0.02 -0.14 -0.08 0.047
C -2.1532 1.9392 -0.7389 -0.13 -0.01 -0.01 0.077
N -1.0591 1.5947 -0.0093 0.41 -0.40 0.02 0.163
H 3.3427 1.0213 1.3060 -0.01 0.01 0.00 -0.001
H 3.3069 1.6710 -0.3372 0.03 0.00 0.03 0.000
H 5.1195 -0.1356 -0.6156 0.01 -0.01 -0.01 0.000
H 5.4201 -2.4239 -1.5514 0.00 0.00 0.00 0.000
H 3.4359 -3.9535 -1.6622 0.01 0.00 0.00 0.000
H 1.2488 -3.0960 -0.8259 0.02 -0.03 -0.02 0.001
H -0.4437 4.6173 1.3605 -0.01 0.01 0.00 -0.003
H -2.6563 5.1382 0.2592 0.00 0.01 0.00 0.014
H -3.6250 3.3608 -1.2720 0.00 0.01 0.00 0.000
H -2.5220 1.1691 -1.4077 -0.03 0.05 -0.01 0.003
C -1.6276 -2.4013 1.8871 -0.04 -0.01 -0.04 0.002
N -1.8703 -1.0535 1.3627 -0.02 -0.02 0.00 0.004
C -3.0001 -1.0823 0.4429 -0.02 0.02 0.03 0.003
C -2.6243 -1.8774 -0.7893 -0.12 0.10 -0.05 0.001
N -1.3059 -1.4650 -1.2462 0.28 -0.08 0.12 0.009
C -0.8932 -2.0373 -2.3999 0.06 0.00 -0.21 0.002
C -1.4022 -3.1686 -3.0839 -0.02 0.00 0.06 0.001
F -2.4705 -3.8768 -2.6213 0.06 0.03 0.03 0.000
C -0.8408 -3.6719 -4.2467 0.02 -0.02 -0.07 0.000
F -1.3773 -4.7770 -4.8046 0.03 0.04 0.01 0.000
C 0.2595 -3.0871 -4.8316 0.00 -0.02 0.03 0.001
F 0.8160 -3.6054 -5.9461 -0.02 0.02 0.02 0.000
C 0.7835 -1.9543 -4.2244 -0.03 0.02 0.01 0.000
F 1.8446 -1.3479 -4.7659 -0.04 -0.03 0.01 0.000
C 0.2084 -1.4567 -3.0789 0.07 0.02 -0.02 0.002
F 0.7228 -0.3336 -2.5640 0.03 0.07 0.05 0.009
C -2.0900 -0.1116 2.4625 0.03 -0.05 -0.01 0.004
C -0.7437 0.3006 3.1014 -0.08 0.16 0.05 0.007
N 0.3214 -0.4129 2.4311 0.00 -0.31 -0.34 0.006
C 1.4965 -0.5305 3.0626 0.17 0.08 0.09 0.001
C 2.0421 0.3475 4.0343 -0.09 0.01 -0.04 0.001
F 1.3554 1.4401 4.4195 0.06 -0.02 0.00 0.000
C 3.2912 0.1740 4.5968 0.07 -0.03 0.00 0.000
F 3.7523 1.0761 5.4815 0.01 -0.02 -0.01 0.000
C 4.0972 -0.8933 4.2422 -0.05 0.06 0.00 0.001
F 5.3303 -1.0454 4.7737 -0.02 0.00 0.00 0.000
C 3.5915 -1.8105 3.3381 0.03 -0.03 0.01 0.000
F 4.3152 -2.9062 3.0338 -0.01 0.03 0.00 0.000
C 2.3354 -1.6446 2.8000 -0.01 0.03 0.04 0.001
F 1.8543 -2.6579 2.0480 -0.03 -0.04 0.01 0.000
H -2.5582 -2.8166 2.3057 0.01 0.00 0.01 0.000
H -0.8581 -2.3553 2.6493 0.00 0.00 0.01 0.000
H -1.2803 -3.0571 1.0883 0.02 0.00 0.00 0.000
H -3.2503 -0.0557 0.1836 0.04 -0.01 -0.01 0.002
H -3.8834 -1.5333 0.9271 -0.01 0.02 -0.03 0.000
H -3.3931 -1.6938 -1.5543 0.02 -0.03 -0.01 0.001
H -2.6854 -2.9465 -0.5577 0.03 0.01 0.02 0.000
H -2.7692 -0.5657 3.2013 0.01 0.03 0.01 0.000
H -2.5866 0.7670 2.0505 0.02 0.00 -0.02 0.000
H -0.7614 0.0787 4.1774 0.00 -0.04 -0.03 0.000
H -0.6481 1.3890 3.0129 0.00 -0.02 0.03 0.002
C 1.9119 3.6119 -8.9313 0.00 -0.01 -0.07 0.000
C 1.7451 3.4193 -7.4476 0.03 0.02 0.07 0.000
C 2.6666 2.7038 -6.6982 -0.02 0.00 -0.06 0.000
C 2.5463 2.5371 -5.3212 0.02 -0.04 0.06 0.000
C 3.5941 1.7032 -4.6274 0.04 0.02 0.00 0.000
C 1.4706 3.1207 -4.6165 0.03 0.01 -0.08 0.000
Se 1.3027 3.0200 -2.7250 0.05 0.03 0.05 0.002
C 0.5034 3.8105 -5.3907 -0.03 0.04 0.03 0.000
C -0.7115 4.4152 -4.7419 0.01 0.04 0.01 0.000
C 0.6599 3.9558 -6.7620 -0.03 -0.06 -0.05 0.000
H 2.7651 3.0398 -9.3021 0.00 0.00 0.00 0.000
H 2.0825 4.6614 -9.1930 0.00 0.00 0.02 0.000
H 1.0289 3.2840 -9.4881 -0.01 0.00 0.01 0.000
H 3.5175 2.2472 -7.2015 0.00 0.00 -0.01 0.000
H 4.5981 2.0989 -4.8140 0.00 0.01 -0.01 0.000
H 3.5692 0.6733 -4.9959 0.00 0.01 0.01 0.000
H 3.4171 1.6935 -3.5541 -0.01 -0.01 0.01 0.000
H -1.0463 3.8002 -3.9065 -0.03 -0.04 -0.03 0.000
H -1.5174 4.5354 -5.4722 0.01 0.03 -0.01 0.000
H -0.4825 5.3959 -4.3131 0.03 -0.02 0.03 0.000
H -0.1028 4.5013 -7.3153 0.01 0.00 -0.01 0.000